A.
Computed, not measured: the molecule C8H13NS, with the ωB97M-V functional and the def2-TZVPD basis.

ORCA input file:
```
! wB97M-V def2-TZVPD RIJCOSX def2/J DEFGRID3
* xyz 0 1
H -2.225 -2.340 2.774
N -2.216 -1.520 3.275
C -1.769 -0.510 2.693
C -1.669 0.882 2.675
C -1.189 0.237 1.599
C -0.892 0.274 0.027
S -1.520 1.831 -0.827
C 0.618 -0.027 -0.247
C 1.580 1.072 0.026
C 0.657 -0.282 -1.781
C 1.249 -1.587 -2.163
H -1.918 1.729 3.159
H -1.424 -0.441 -0.647
H -0.915 2.858 -0.252
H 0.886 -1.005 0.396
H 1.331 2.025 -0.501
H 2.583 0.940 -0.303
H 1.568 1.252 0.996
H -0.352 -0.174 -2.127
H 1.248 0.626 -2.261
H 2.250 -1.629 -1.551
H 1.472 -1.845 -3.146
H 0.648 -2.369 -1.815
*
```

For the HOMO-LUMO gap, the calculation gives 9.4 eV. Its HOMO energy is -8.831 eV.

The computed Löwdin charges, all in e, follow: number 1, H, carries -0.002; number 2, N, carries 0.111; number 3, C, carries -0.377; number 4, C, carries 0.124; number 5, C, carries -0.037; number 6, C, carries -0.489; number 7, S, carries 0.756; number 8, C, carries -0.407; number 9, C, carries -0.101; number 10, C, carries -0.293; number 11, C, carries -0.107; number 12, H, carries 0.074; number 13, H, carries 0.099; number 14, H, carries -0.160; number 15, H, carries 0.187; number 16, H, carries 0.088; number 17, H, carries 0.082; number 18, H, carries 0.027; number 19, H, carries 0.053; number 20, H, carries 0.150; number 21, H, carries 0.121; number 22, H, carries 0.047; number 23, H, carries 0.054

***

B.
Computed, not measured: the molecule C8H13NS, with the ωB97M-V functional and the def2-TZVPD basis.

ORCA input file:
```
! wB97M-V def2-TZVPD RIJCOSX def2/J DEFGRID3
* xyz 0 1
C -2.186 1.410 0.514
S -2.109 -0.351 0.510
C -0.446 -0.742 -0.269
C -0.558 -2.257 -0.474
N -0.469 -0.090 -1.518
C 0.000 1.091 -1.610
C 0.617 1.880 -0.514
C 0.966 1.207 0.591
C 0.750 -0.274 0.752
C 2.007 -1.028 0.618
H -3.223 1.506 0.767
H -1.838 1.752 -0.404
H -1.478 1.714 1.271
H -1.263 -2.484 -1.281
H -0.793 -3.043 0.349
H 0.395 -2.439 -1.004
H 0.022 1.672 -2.562
H 0.853 2.828 -0.679
H 1.381 1.672 1.455
H 0.450 -0.285 1.787
H 2.377 -0.979 -0.402
H 1.799 -2.114 0.783
H 2.746 -0.646 1.322
*
```

For the HOMO-LUMO gap, the calculation gives 8.8 eV. Its HOMO energy is -8.376 eV.

The computed Löwdin charges, all in e, follow: number 1, C, carries -0.403; number 2, S, carries 0.899; number 3, C, carries -0.710; number 4, C, carries -0.134; number 5, N, carries 0.051; number 6, C, carries -0.153; number 7, C, carries -0.062; number 8, C, carries -0.062; number 9, C, carries -0.341; number 10, C, carries -0.078; number 11, H, carries 0.026; number 12, H, carries -0.005; number 13, H, carries 0.027; number 14, H, carries 0.069; number 15, H, carries 0.118; number 16, H, carries 0.075; number 17, H, carries 0.122; number 18, H, carries 0.056; number 19, H, carries 0.110; number 20, H, carries 0.125; number 21, H, carries 0.090; number 22, H, carries 0.093; number 23, H, carries 0.088

***

C.
Computed, not measured: a structure of composition C8H13NS, with the ωB97M-V functional and the def2-TZVPD basis.

ORCA input file:
```
! wB97M-V def2-TZVPD RIJCOSX def2/J DEFGRID3
* xyz 0 1
C 1.951 -0.557 0.607
C 0.467 -0.501 1.001
C 1.646 2.089 0.136
C 2.083 0.658 -0.236
C -0.310 0.461 0.020
C -1.202 -0.242 -0.986
C 0.804 1.217 -0.588
C -2.424 -0.699 -0.236
N -1.536 0.766 -1.943
S -0.118 1.449 -2.725
H 2.701 -0.696 1.479
H 2.066 -1.516 -0.137
H -0.039 -1.489 0.924
H 0.305 -0.300 2.090
H 1.363 2.367 1.250
H 2.233 2.843 -0.522
H 2.960 0.565 -0.863
H -1.062 1.031 0.689
H -0.793 -1.148 -1.335
H -3.191 -1.112 -0.965
H -2.870 0.060 0.498
H -2.237 -1.463 0.508
H -2.213 0.502 -2.646
*
```

For the HOMO-LUMO gap, the calculation gives 7.8 eV. Its HOMO energy is -7.560 eV.

The computed Löwdin charges, all in e, follow: number 1, C, carries -0.155; number 2, C, carries -0.147; number 3, C, carries -0.051; number 4, C, carries -0.272; number 5, C, carries -0.282; number 6, C, carries -0.514; number 7, C, carries -0.386; number 8, C, carries -0.078; number 9, N, carries -0.408; number 10, S, carries 0.709; number 11, H, carries 0.135; number 12, H, carries 0.160; number 13, H, carries 0.103; number 14, H, carries 0.120; number 15, H, carries 0.160; number 16, H, carries 0.147; number 17, H, carries 0.138; number 18, H, carries 0.165; number 19, H, carries 0.126; number 20, H, carries 0.101; number 21, H, carries 0.105; number 22, H, carries 0.063; number 23, H, carries 0.061

***

Of them, the most stable is B and the least stable is A.

***

A.
Computed, not measured: a cluster of 2 separate species, CH6NPS in total, with the ωB97M-V functional and the def2-TZVPD basis.

ORCA input file:
```
! wB97M-V def2-TZVPD RIJCOSX def2/J DEFGRID3
* xyz 0 1
N -2.622 -1.840 0.384
P -3.166 -0.629 -0.254
S -2.403 1.412 -0.043
H -4.257 -0.182 -1.094
H -1.826 1.119 1.050
C 1.106 -0.027 0.333
H 2.051 0.280 0.998
H 1.734 -0.374 -0.509
H 0.393 0.752 0.057
H 0.390 -0.839 0.579
*
```

For the HOMO-LUMO gap, the calculation gives 9.5 eV. Its HOMO energy is -9.916 eV.

The computed Löwdin charges, all in e, follow: number 1, N, carries -0.390; number 2, P, carries 0.379; number 3, S, carries 0.375; number 4, H, carries -0.060; number 5, H, carries -0.258; number 6, C, carries -0.082; number 7, H, carries 0.069; number 8, H, carries 0.007; number 9, H, carries -0.049; number 10, H, carries 0.008

***

B.
Computed, not measured: a cluster of 2 separate species, CH6NPS in total, with the ωB97M-V functional and the def2-TZVPD basis.

ORCA input file:
```
! wB97M-V def2-TZVPD RIJCOSX def2/J DEFGRID3
* xyz 0 1
C 1.721 -0.043 0.108
N -1.246 1.301 0.785
P -2.384 -1.220 -0.500
S -1.497 0.620 -0.614
H 2.138 -1.082 0.373
H 2.561 0.557 0.389
H 0.835 0.294 0.641
H -1.243 0.648 1.622
H -2.345 -1.311 -1.868
H 1.460 0.236 -0.936
*
```

For the HOMO-LUMO gap (spin up / spin down), the calculation gives 7.6 / 7.6 eV. Its HOMO energy (spin up / spin down) is -8.865 / -8.677 eV.

The computed Löwdin charges, all in e, follow: number 1, C, carries -0.079; number 2, N, carries -0.489; number 3, P, carries 0.407; number 4, S, carries 0.385; number 5, H, carries 0.056; number 6, H, carries -0.003; number 7, H, carries -0.056; number 8, H, carries 0.012; number 9, H, carries -0.250; number 10, H, carries 0.016

***

Of them, the most stable is B and the least stable is A.

***

A.
Computed, not measured: a structure of composition CH6NPS, with the ωB97M-V functional and the def2-TZVPD basis.

ORCA input file:
```
! wB97M-V def2-TZVPD RIJCOSX def2/J DEFGRID3
* xyz 0 1
C 0.084 -1.566 0.229
N -0.275 0.976 -0.946
P -1.518 0.744 1.762
S -0.024 0.066 0.498
H -0.619 -2.110 0.832
H 1.083 -1.952 0.166
H 0.756 0.937 -1.764
H -1.066 0.640 -1.481
H -1.317 2.015 1.251
H 1.254 0.625 0.554
*
```

For the HOMO-LUMO gap, the calculation gives 7.9 eV. Its HOMO energy is -7.795 eV.

The computed Löwdin charges, all in e, follow: number 1, C, carries -0.398; number 2, N, carries -0.341; number 3, P, carries 0.427; number 4, S, carries 0.340; number 5, H, carries -0.016; number 6, H, carries -0.013; number 7, H, carries 0.202; number 8, H, carries 0.009; number 9, H, carries -0.244; number 10, H, carries 0.034

***

B.
Computed, not measured: a cluster of 2 separate species, CH6NPS in total, with the ωB97M-V functional and the def2-TZVPD basis.

ORCA input file:
```
! wB97M-V def2-TZVPD RIJCOSX def2/J DEFGRID3
* xyz 0 1
C 0.121 0.931 -1.536
P -1.330 0.182 -2.371
S -1.091 0.402 -0.311
H 1.109 0.434 -1.541
H 0.119 2.082 -1.725
H -0.446 -1.011 -2.565
N 0.228 -0.639 2.237
H 0.426 -1.742 2.343
H 1.194 -0.323 2.425
H -0.331 -0.315 3.044
*
```

For the HOMO-LUMO gap, the calculation gives 9.3 eV. Its HOMO energy is -8.432 eV.

The computed Löwdin charges, all in e, follow: number 1, C, carries -0.878; number 2, P, carries 0.491; number 3, S, carries 0.405; number 4, H, carries 0.029; number 5, H, carries 0.045; number 6, H, carries -0.093; number 7, N, carries -0.082; number 8, H, carries 0.076; number 9, H, carries 0.002; number 10, H, carries 0.007

***

Of them, the most stable is B and the least stable is A.

***

A.
Computed, not measured: a cluster of 2 separate species, C4H13N2OS in total, with the ωB97M-V functional and the def2-TZVPD basis.

ORCA input file:
```
! wB97M-V def2-TZVPD RIJCOSX def2/J DEFGRID3
* xyz -1 1
C 0.173 0.229 1.475
C -0.793 -0.395 0.468
C -0.906 0.432 -0.787
S -1.932 1.925 -0.718
N -0.422 -1.897 0.223
C 1.016 -2.135 0.316
N 1.436 -2.888 1.506
H -0.102 -0.028 2.545
H -0.229 1.230 1.585
H 1.244 0.287 1.262
H -1.828 -0.367 0.823
H 0.114 0.710 -1.104
H -1.303 -0.260 -1.566
H -0.614 -2.080 -0.757
H 1.322 -2.916 -0.470
H 1.646 -1.268 0.088
H 0.637 -3.388 1.909
H 1.556 -2.159 2.229
H -0.339 4.503 -2.393
H -0.710 5.355 -3.596
O 0.035 5.113 -3.038
*
```

For the HOMO-LUMO gap, the calculation gives 6.6 eV. Its HOMO energy is -2.814 eV.

The computed Löwdin charges, all in e, follow: number 1, C, carries -0.117; number 2, C, carries -0.468; number 3, C, carries -0.799; number 4, S, carries 0.129; number 5, N, carries -0.028; number 6, C, carries -0.383; number 7, N, carries -0.029; number 8, H, carries 0.086; number 9, H, carries 0.040; number 10, H, carries 0.067; number 11, H, carries 0.098; number 12, H, carries 0.044; number 13, H, carries 0.040; number 14, H, carries 0.068; number 15, H, carries 0.112; number 16, H, carries 0.096; number 17, H, carries 0.058; number 18, H, carries 0.045; number 19, H, carries 0.004; number 20, H, carries 0.022; number 21, O, carries -0.086

***

B.
Computed, not measured: a cluster of 2 separate species, C4H13N2OS in total, with the ωB97M-V functional and the def2-TZVPD basis.

ORCA input file:
```
! wB97M-V def2-TZVPD RIJCOSX def2/J DEFGRID3
* xyz -1 1
C -1.615 0.189 0.741
C -0.225 0.929 0.999
C 0.773 0.169 1.872
S -0.221 -0.526 3.280
N 0.289 1.403 -0.282
C 0.983 0.586 -1.232
N 0.507 0.589 -2.638
H -2.400 0.765 0.981
H -1.623 -0.786 1.313
H -1.747 -0.247 -0.244
H -0.393 1.848 1.616
H 1.371 -0.663 1.339
H 1.538 0.751 2.387
H 0.871 2.266 -0.135
H 2.043 0.934 -1.445
H 0.866 -0.510 -1.054
H 0.293 1.427 -3.025
H -0.334 0.033 -2.836
H -0.261 -2.854 0.276
H -0.713 -3.044 -1.291
O -0.001 -3.259 -0.620
*
```

For the HOMO-LUMO gap, the calculation gives 5.9 eV. Its HOMO energy is -2.397 eV.

The computed Löwdin charges, all in e, follow: number 1, C, carries -0.120; number 2, C, carries -0.485; number 3, C, carries -0.699; number 4, S, carries 0.115; number 5, N, carries -0.075; number 6, C, carries -0.324; number 7, N, carries -0.025; number 8, H, carries 0.007; number 9, H, carries 0.000; number 10, H, carries 0.042; number 11, H, carries 0.121; number 12, H, carries 0.059; number 13, H, carries 0.015; number 14, H, carries 0.116; number 15, H, carries 0.117; number 16, H, carries 0.107; number 17, H, carries -0.010; number 18, H, carries 0.054; number 19, H, carries 0.068; number 20, H, carries 0.049; number 21, O, carries -0.131

***

Of them, the most stable is A and the least stable is B.